Record 1
A single C4H9NO molecule. Source: the Open Molecules 2025 dataset; level of theory: ωB97M-V with the def2-TZVPD basis set.

XYZ file:
```
15
C4H9NO ωB97M-V with the def2-TZVPD basis set
C -0.46 -1.66 0.40
C -0.46 -0.12 -0.08
C -1.30 1.42 0.40
C 0.90 0.52 -0.05
N 2.06 -0.16 0.17
O 0.95 1.74 -0.10
H 0.09 -1.86 1.33
H 0.03 -2.35 -0.34
H -1.46 -2.09 0.51
H -0.85 -0.17 -1.09
H -1.07 2.41 -0.08
H -2.32 1.21 0.14
H -1.14 1.63 1.47
H 2.23 -1.09 -0.15
H 2.84 0.48 0.21
```

The HOMO energy is -9.29 eV. As for the SMILES: CC(C)C(N)=O. The strongest force on any atom is 0.037 Eh/bohr. The relative energy (zero: lowest compared OMol25 entry of this formula, charge and spin) is 53.3 kcal per mole. The calculation puts the calculated total energy at -7830.010 eV. The value obtained for the LUMO energy is 0.0312 Ha.

---

Record 2
A single C4H9NO molecule. Source: the Open Molecules 2025 dataset; level of theory: ωB97M-V with the def2-TZVPD basis set.

XYZ file:
```
15
C4H9NO ωB97M-V with the def2-TZVPD basis set
C -1.96 0.01 -0.35
C -0.64 0.62 0.12
O -0.63 0.80 1.52
C 0.53 -0.26 -0.33
C 1.94 0.15 -0.29
N 1.40 -0.76 0.73
H -2.81 0.56 0.06
H -2.02 0.03 -1.44
H -2.04 -1.03 -0.03
H -0.51 1.61 -0.33
H -0.06 0.09 1.87
H 0.27 -0.97 -1.12
H 2.24 1.13 0.08
H 2.59 -0.25 -1.07
H 1.68 -1.72 0.58
```

The HOMO energy is -9.88 eV. As for the SMILES: C[C@@H](O)[C@H]1CN1. The strongest force on any atom is 0.006 Eh/bohr. The relative energy (zero: lowest compared OMol25 entry of this formula, charge and spin) is 45.1 kcal per mole. The calculation puts the calculated total energy at -7830.363 eV. The value obtained for the LUMO energy is 0.0375 Ha.

---

Record 3
2 unconnected molecules or ions with the total composition C4H9NO. Source: the Open Molecules 2025 dataset; level of theory: ωB97M-V with the def2-TZVPD basis set.

XYZ file:
```
15
C4H9NO ωB97M-V with the def2-TZVPD basis set
C 1.33 0.62 -0.90
N 0.34 -0.05 -0.08
C 0.17 -1.44 -0.47
C -0.88 0.69 0.00
C -1.73 0.77 1.01
O -2.61 0.90 1.77
H 1.02 0.68 -1.96
H 2.27 0.07 -0.86
H 1.51 1.63 -0.53
H 1.10 -1.98 -0.30
H -0.61 -1.90 0.14
H -0.11 -1.55 -1.54
H -1.24 1.26 -0.86
H -0.18 0.51 2.29
H -0.38 -0.21 2.31
```

The HOMO energy is -8.29 eV. As for the SMILES: CN(C)C=C=O.[H][H]. The strongest force on any atom is 0.018 Eh/bohr. The relative energy (zero: lowest compared OMol25 entry of this formula, charge and spin) is 87.0 kcal per mole. The calculation puts the calculated total energy at -7828.546 eV. The value obtained for the LUMO energy is 0.0356 Ha.

---

Record 4
A single C4H9NO molecule. Source: the Open Molecules 2025 dataset; level of theory: ωB97M-V with the def2-TZVPD basis set.

XYZ file:
```
15
C4H9NO ωB97M-V with the def2-TZVPD basis set
C 0.93 1.63 0.20
N 0.09 0.60 -0.35
C -1.23 0.36 0.24
C -0.99 -1.16 0.12
C 0.46 -0.79 -0.24
O 0.97 -1.27 -1.46
H 0.92 1.64 1.31
H 0.59 2.61 -0.15
H 1.96 1.49 -0.14
H -1.32 0.70 1.28
H -2.06 0.78 -0.34
H -1.13 -1.74 1.03
H -1.51 -1.63 -0.71
H 1.18 -0.99 0.58
H 1.14 -2.22 -1.35
```

The HOMO energy is -8.74 eV. As for the SMILES: CN1CC[C@H]1O. The strongest force on any atom is 0.006 Eh/bohr. The relative energy (zero: lowest compared OMol25 entry of this formula, charge and spin) is 45.1 kcal per mole. The calculation puts the calculated total energy at -7830.366 eV. The value obtained for the LUMO energy is 0.0394 Ha.

---

Record 5
2 unconnected molecules or ions with the total composition C4H9NO. Source: the Open Molecules 2025 dataset; level of theory: ωB97M-V with the def2-TZVPD basis set.

XYZ file:
```
15
C4H9NO ωB97M-V with the def2-TZVPD basis set
C 3.27 0.93 -0.62
C 1.99 0.60 -0.53
O 1.46 -0.53 -1.05
H 3.53 1.96 -0.45
H 3.96 0.29 -1.13
H 1.27 1.16 0.08
H 0.76 -0.91 -0.51
C -2.40 0.08 -0.62
N -1.52 -0.63 -0.06
C -1.67 -0.87 1.36
H -2.30 0.23 -1.69
H -3.21 0.55 -0.05
H -0.73 -0.77 1.89
H -2.41 -0.21 1.83
H -2.01 -1.89 1.55
```

The HOMO energy is -8.81 eV. As for the SMILES: C=CO.C=NC. The strongest force on any atom is 0.023 Eh/bohr. The relative energy (zero: lowest compared OMol25 entry of this formula, charge and spin) is 62.2 kcal per mole. The calculation puts the calculated total energy at -7829.622 eV. The value obtained for the LUMO energy is 0.0340 Ha.

---

Record 6
A single C4H9NO molecule. Source: the Open Molecules 2025 dataset; level of theory: ωB97M-V with the def2-TZVPD basis set.

XYZ file:
```
15
C4H9NO ωB97M-V with the def2-TZVPD basis set
C -1.19 1.47 0.37
C -0.11 0.63 -0.36
N 1.29 1.22 -0.27
O 1.95 0.02 0.23
C 0.33 -0.63 0.45
C 0.21 -1.96 -0.14
H -1.24 2.42 -0.18
H -0.99 1.49 1.54
H -2.04 0.92 0.17
H -0.51 0.35 -1.40
H 1.64 1.40 -1.18
H 0.25 -0.56 1.56
H -0.98 -2.08 -0.21
H 0.65 -2.71 0.54
H 0.75 -1.99 -1.12
```

The HOMO energy is -8.27 eV. As for the SMILES: C[C@H]1NO[C@@H]1C. The strongest force on any atom is 0.094 Eh/bohr. The relative energy (zero: lowest compared OMol25 entry of this formula, charge and spin) is 110.3 kcal per mole. The calculation puts the calculated total energy at -7827.535 eV. The value obtained for the LUMO energy is 0.0384 Ha.

---

Record 7
A single C4H9NO molecule. Source: the Open Molecules 2025 dataset; level of theory: ωB97M-V with the def2-TZVPD basis set.

XYZ file:
```
15
C4H9NO ωB97M-V with the def2-TZVPD basis set
C -1.09 1.12 -0.21
N -0.55 -0.08 0.06
C -1.36 -1.27 0.28
C 0.78 -0.09 -0.55
O 1.05 -0.94 -1.41
C 1.87 0.32 0.49
H -1.83 1.51 0.51
H 0.56 1.18 -0.80
H -1.14 1.53 -1.21
H -1.59 -1.71 -0.69
H -2.29 -0.98 0.77
H -0.82 -2.01 0.88
H 2.23 -0.57 1.02
H 1.51 1.07 1.20
H 2.70 0.74 -0.08
```

The HOMO energy (spin up / spin down) is -8.41 / -8.41 eV. The strongest force on any atom is 0.006 Eh/bohr. The relative energy (zero: lowest compared OMol25 entry of this formula, charge and spin) is 112.3 kcal per mole. The calculation puts the calculated total energy at -7827.448 eV. The value obtained for the LUMO energy (spin up / spin down) is -0.0220 / -0.0219 Ha.

---

Record 8
2 unconnected molecules or ions with the total composition C4H9NO. Source: the Open Molecules 2025 dataset; level of theory: ωB97M-V with the def2-TZVPD basis set.

XYZ file:
```
15
C4H9NO ωB97M-V with the def2-TZVPD basis set
C -0.55 -0.49 -1.68
C 0.59 -0.66 -0.73
N 1.31 0.32 -0.36
C 2.36 0.00 0.54
O 2.97 -1.04 0.56
H -0.23 -0.78 -2.68
H -0.87 0.56 -1.71
H -1.40 -1.13 -1.40
H 0.78 -1.67 -0.33
H 2.58 0.83 1.22
C -1.51 0.82 1.31
H -1.98 -0.06 0.85
H -2.21 1.65 1.30
H -1.24 0.57 2.34
H -0.61 1.09 0.76
```

The HOMO energy is -10.10 eV. As for the SMILES: C/C=N/C=O.C. The strongest force on any atom is 0.009 Eh/bohr. The relative energy (zero: lowest compared OMol25 entry of this formula, charge and spin) is 37.1 kcal per mole. The calculation puts the calculated total energy at -7830.711 eV. The value obtained for the LUMO energy is 0.0097 Ha.